No. 1
DFT (ωB97M-V/def2-TZVPD) results for a 2-piece molecular cluster, C2H9N2O2 overall at a distorted geometry.

Each line ends with the Löwdin charge.
CARTESIAN COORDINATES (ANGSTROEM)
N: 1.6228 -1.2450 -0.8108  0.26
C: 0.5937 -0.6225 0.0852  0.02
C: 0.0363 0.7310 -0.4562  -0.34
N: -0.7098 1.4460 0.2809  0.33
O: 0.3588 0.9487 -1.6580  0.38
H: 2.0586 -2.0690 -0.3701  0.21
H: 1.1646 -1.5882 -1.6443  0.19
H: 2.3943 -0.5901 -0.9798  0.20
H: 1.0498 -0.3391 1.0182  0.16
H: -0.2672 -1.2330 0.2782  0.14
H: -0.8670 1.1724 1.2483  0.15
H: -1.1495 2.3039 -0.0480  0.20
H: -2.2811 -0.1611 2.6310  0.09
H: -2.0261 -1.5351 2.2615  0.06
O: -1.7641 -0.6702 1.9784  -0.04

Computed properties:
- LUMO level (spin up / spin down) (eV) = -8.519 / -13.636
- gap between HOMO and LUMO (spin up / spin down) (hartree) = 0.412 / 0.224
- net charge = +2
- HOMO (spin up / spin down) (eV) = -19.72 / -19.72
- 2S+1 = 2
- ⟨S²⟩ = 0.7549
- relative energy (zero: lowest compared OMol25 entry of this formula, charge and spin) (kcal per mole) = 7.4

No. 2
DFT (ωB97M-V/def2-TZVPD) results for one molecule with the formula C2H9N2OP at a distorted geometry.

Each line ends with the Löwdin charge.
CARTESIAN COORDINATES (ANGSTROEM)
C: 0.3627 -1.8530 0.4413  -0.13
P: -0.4349 -0.1597 0.3385  0.58
C: 0.9032 1.0758 0.7396  -0.20
N: -1.8967 0.0843 0.8714  -0.22
O: -0.3973 -0.0876 -1.2985  -0.36
N: -0.2992 1.2650 -1.8854  0.02
H: 0.7304 -2.0573 1.3949  0.03
H: -0.3644 -2.5875 0.4634  0.03
H: 1.1168 -1.8274 -0.2268  0.00
H: 0.7868 1.4915 1.7711  0.04
H: 2.0073 0.6338 0.5936  0.09
H: 0.8711 1.8778 0.0060  0.00
H: -2.0066 -0.5295 1.6821  -0.04
H: -1.2470 1.6087 -2.0267  0.08
H: -0.1321 1.0652 -2.8644  0.08

Computed properties:
- LUMO level (eV) = 0.875
- SMILES = CP(C)(=N)ON
- gap between HOMO and LUMO (hartree) = 0.352
- HOMO (eV) = -8.71
- relative energy (zero: lowest compared OMol25 entry of this formula, charge and spin) (kcal per mole) = 66.4

No. 3
DFT (ωB97M-V/def2-TZVPD) results for a 2-piece molecular cluster, C2H9N2OP3 overall at a distorted geometry.

Each line ends with the Löwdin charge.
CARTESIAN COORDINATES (ANGSTROEM)
C: -0.8206 0.3693 0.1347  -0.77
C: -2.5767 -1.2168 0.6022  -0.08
N: 2.9462 1.0995 -0.3400  -0.43
N: -2.0409 -0.1071 -0.0954  -0.09
O: 0.0423 -0.2085 0.7739  -0.24
P: -0.6769 1.9563 -0.8481  0.90
P: 1.9262 -1.5160 0.0962  0.48
P: 3.2466 -0.1285 0.8719  0.44
H: -3.1159 -0.8221 1.4866  0.10
H: -3.4153 -1.6616 0.1586  0.06
H: -1.7597 -1.9108 0.6570  0.09
H: 3.7186 1.8425 -0.2542  0.03
H: 2.6298 0.8694 -1.2675  -0.01
H: -2.7186 0.4831 -0.6222  0.13
H: -0.4199 1.3274 -1.8931  -0.19
H: 0.6469 1.9720 -0.4788  -0.13
H: 2.3877 -2.3481 1.0183  -0.30

Computed properties:
- LUMO level (eV) = 0.341
- gap between HOMO and LUMO (hartree) = 0.282
- HOMO (eV) = -7.32
- relative energy (zero: lowest compared OMol25 entry of this formula, charge and spin) (kcal per mole) = 76.2

No. 4
DFT (ωB97M-V/def2-TZVPD) results for a 2-piece molecular cluster, C2H9N2PS overall at a distorted geometry.

Each line ends with the Löwdin charge.
CARTESIAN COORDINATES (ANGSTROEM)
H: 2.9796 1.2906 -0.3758  0.08
N: 2.7929 0.5273 -1.1197  -0.05
N: 2.3529 -0.5226 -0.7859  -0.08
H: 2.1177 -0.5410 0.2613  -0.01
C: -1.9376 0.4304 1.3057  -0.40
P: -0.2816 0.0979 0.5950  0.47
C: -0.5348 0.1625 -1.2716  -0.34
S: -0.3231 -1.9574 1.0778  0.34
H: -2.6358 -0.2779 0.8251  0.03
H: -1.8937 0.5503 2.3640  0.01
H: -2.0872 1.4897 0.7609  0.08
H: 0.0848 -0.5323 -1.7495  -0.01
H: -1.5308 0.1580 -1.6894  0.03
H: -0.1892 1.2002 -1.4088  0.02
H: 1.0859 -2.0757 1.2110  -0.17

Computed properties:
- LUMO level (eV) = 0.655
- SMILES = [H]/N=N\[H].CP(C)S
- gap between HOMO and LUMO (hartree) = 0.346
- HOMO (eV) = -8.77
- relative energy (zero: lowest compared OMol25 entry of this formula, charge and spin) (kcal per mole) = 44.0

No. 5
DFT (ωB97M-V/def2-TZVPD) results for a 2-piece molecular cluster, C2H9N2S overall at a distorted geometry.

Each line ends with the Löwdin charge.
CARTESIAN COORDINATES (ANGSTROEM)
C: 1.1070 -1.3127 1.2387  -0.67
S: -0.1269 -0.0517 1.8922  0.06
H: 0.6738 -2.0404 0.5617  -0.02
H: 1.6008 -1.6212 2.1768  -0.03
H: 1.8698 -0.8305 0.6295  -0.03
N: 0.4922 -0.4379 -1.9701  -0.01
C: -0.2486 0.7925 -2.0018  -0.40
N: -1.2513 1.0105 -0.9388  -0.08
H: 0.1272 -0.9319 -1.1479  0.03
H: 1.4492 -0.3688 -1.6420  0.05
H: -0.8032 0.9372 -2.9245  0.07
H: 0.4448 1.6513 -1.8601  0.10
H: -1.4126 2.0049 -0.8357  0.03
H: -1.2405 0.6709 0.0508  -0.09

Computed properties:
- LUMO level (eV) = 4.235
- gap between HOMO and LUMO (hartree) = 0.247
- net charge = -1
- HOMO (eV) = -2.48
- relative energy (zero: lowest compared OMol25 entry of this formula, charge and spin) (kcal per mole) = 30.8

No. 6
DFT (ωB97M-V/def2-TZVPD) results for a 2-piece molecular cluster, C2H9N2S overall at a distorted geometry.

Each line ends with the Löwdin charge.
CARTESIAN COORDINATES (ANGSTROEM)
C: 1.9075 -0.1808 -1.3049  -0.17
C: -1.1304 0.2254 1.3360  -0.44
N: 0.6098 -0.5552 -0.8305  -0.06
N: -1.2686 1.4967 0.9659  0.13
S: -2.4630 -0.8946 1.0436  0.89
H: 2.4456 -0.8242 -2.1746  0.13
H: 1.6569 0.7900 -1.6725  0.07
H: 2.6713 -0.1865 -0.6157  0.04
H: -0.0698 -0.4485 -1.5581  0.08
H: -0.0808 -0.1333 1.5851  0.13
H: -2.0487 1.9838 0.5376  0.15
H: 0.5720 -1.4873 -0.5856  0.04
H: -0.5200 2.0404 1.2874  0.11
H: -2.2818 -1.8258 1.9863  -0.09

Computed properties:
- LUMO level (eV) = -5.238
- gap between HOMO and LUMO (hartree) = 0.293
- net charge = +1
- HOMO (eV) = -13.22
- relative energy (zero: lowest compared OMol25 entry of this formula, charge and spin) (kcal per mole) = 51.9

No. 7
DFT (ωB97M-V/def2-TZVPD) results for a 2-piece molecular cluster, C2H9N2S overall at a distorted geometry.

Each line ends with the Löwdin charge.
CARTESIAN COORDINATES (ANGSTROEM)
C: 0.7359 -0.8004 -0.1867  -0.31
C: 0.0787 0.0483 0.9363  -0.62
N: 1.4806 -0.0411 -1.1576  0.00
N: 0.5289 1.2612 1.0514  0.15
S: -0.7977 -0.8212 2.1700  0.96
H: 0.1354 -1.6768 -0.5767  0.11
H: 1.5154 -1.3814 0.3920  0.15
H: -1.7222 -0.6411 -1.2405  0.03
H: 1.9773 -0.6633 -1.8200  0.12
H: 0.9887 0.5956 -1.7415  0.07
H: -2.1311 -1.2169 -1.3610  0.07
H: 1.3935 1.6602 0.5115  0.20
H: 0.2650 1.9165 1.7763  0.14
H: -0.4030 0.0994 3.0620  -0.08

Computed properties:
- LUMO level (eV) = -4.899
- gap between HOMO and LUMO (hartree) = 0.342
- net charge = +1
- HOMO (eV) = -14.21
- relative energy (zero: lowest compared OMol25 entry of this formula, charge and spin) (kcal per mole) = 52.4

No. 8
DFT (ωB97M-V/def2-TZVPD) results for a 2-piece molecular cluster, C2H9N2S2 overall at a distorted geometry.

Each line ends with the Löwdin charge.
CARTESIAN COORDINATES (ANGSTROEM)
C: -1.8659 -1.2713 0.1162  -0.41
S: -1.8726 0.5002 0.5558  0.43
S: -0.4314 0.8801 2.0948  0.38
H: -1.0888 -1.8201 0.6278  0.04
H: -1.7730 -1.3097 -0.9265  0.00
H: -2.8951 -1.6275 0.3513  0.05
H: -1.1210 -0.0105 2.8833  -0.14
N: 1.9162 -0.2193 -0.0537  0.18
C: 1.7626 0.7480 -0.9522  -0.15
N: 0.5767 1.2735 -1.1253  0.15
H: 1.3286 -0.0593 0.7753  0.02
H: 2.6797 -0.8662 -0.0387  0.13
H: 2.5529 0.9707 -1.6419  0.15
H: 0.4789 2.1228 -1.6439  0.14
H: -0.2478 0.6886 -1.0224  0.03

Computed properties:
- LUMO level (eV) = -4.158
- gap between HOMO and LUMO (hartree) = 0.317
- net charge = +1
- HOMO (eV) = -12.78
- relative energy (zero: lowest compared OMol25 entry of this formula, charge and spin) (kcal per mole) = 20.3

No. 9
DFT (ωB97M-V/def2-TZVPD) results for a 2-piece molecular cluster, C2H9N2S2 overall at a distorted geometry.

Each line ends with the Löwdin charge.
CARTESIAN COORDINATES (ANGSTROEM)
C: -1.9061 0.9674 1.1223  -0.46
S: -1.3357 0.4291 -0.5061  0.37
S: -0.9375 -1.5895 -0.2871  0.30
H: -1.7277 0.1457 1.8226  0.02
H: -1.3041 1.7799 1.5036  0.02
H: -2.9789 1.1264 1.1485  0.04
H: -2.2007 -1.9586 -0.0195  -0.17
N: 2.1662 0.2712 1.2542  0.26
C: 2.5507 0.2230 0.0155  -0.14
N: 1.9133 0.9264 -0.9534  0.10
H: 1.4327 0.9682 1.3707  0.14
H: 2.1942 -0.5045 1.9108  0.16
H: 3.5460 -0.1444 -0.2548  0.16
H: 2.3578 1.7375 -1.3737  0.13
H: 1.1441 0.5244 -1.4680  0.06

Computed properties:
- LUMO level (eV) = -5.504
- gap between HOMO and LUMO (hartree) = 0.251
- net charge = +1
- HOMO (eV) = -12.33
- relative energy (zero: lowest compared OMol25 entry of this formula, charge and spin) (kcal per mole) = 44.1

No. 10
DFT (ωB97M-V/def2-TZVPD) results for a 2-piece molecular cluster, C2H9N3 overall at a distorted geometry.

Each line ends with the Löwdin charge.
CARTESIAN COORDINATES (ANGSTROEM)
H: 1.0639 2.0619 0.7845  0.10
N: 1.3650 1.0183 0.4700  0.05
N: 0.3510 0.3183 0.5517  -0.15
C: 0.4409 -1.0344 0.0830  -0.27
C: 0.4410 -1.1527 -1.4905  -0.10
H: -0.4197 -1.6441 0.3143  0.08
H: 1.5211 -1.5093 0.4025  0.15
H: 0.8396 -1.9928 -1.9123  0.02
H: -0.6100 -1.2325 -1.6755  0.05
H: 0.9606 -0.3342 -2.0314  0.08
N: -1.7877 1.7067 1.7450  -0.13
H: -2.7104 1.0046 1.8454  0.05
H: -1.1147 1.3206 2.4542  -0.02
H: -2.5826 2.5772 2.1116  0.10

Computed properties:
- LUMO level (eV) = 0.931
- SMILES = [H]/N=N/CC.N
- gap between HOMO and LUMO (hartree) = 0.353
- HOMO (eV) = -8.67
- relative energy (zero: lowest compared OMol25 entry of this formula, charge and spin) (kcal per mole) = 94.1

| no. | total energy (eV) |
| --- | --- |
| 1 | -9275.0131 |
| 2 | -16534.4740 |
| 3 | -35111.1817 |
| 4 | -25321.8025 |
| 5 | -16035.2217 |
| 6 | -16027.1581 |
| 7 | -16027.1346 |
| 8 | -26863.8674 |
| 9 | -26862.8363 |
| 10 | -6686.4270 |